{
  "formula": "C22H35NO3P2PtS",
  "method": "the ωB97M-V functional and the def2-TZVPD basis",
  "molar_mass_g_mol": 650.62,
  "homo_energy_ev": [-4.7, -6.9],
  "multiplicity": 3,
  "s_squared": 2.0115,
  "de_lowest_ev": 3.377,
  "energy_ha": -2339.66194,
  "homo_lumo_gap_ha": [0.1649, 0.2441],
  "species": ["P", "P", "C", "C", "H", "H", "H", "H", "C", "H", "H", "H", "C", "H", "H", "H", "C", "H", "H", "H", "C", "H", "H", "H", "Pt", "C", "C", "C", "C", "C", "C", "C", "C", "C", "H", "H", "H", "H", "H", "H", "H", "H", "H", "H", "H", "H", "H", "H", "H", "O", "S", "O", "N", "C", "O", "C", "C", "C", "C", "C", "C", "H", "H", "H", "H"],
  "coordinates": [[3.540, 1.191, -0.063], [1.329, 0.264, -3.277], [3.828, 0.686, -1.817], [2.921, 1.238, -2.919], [3.900, -0.413, -1.838], [4.852, 1.058, -2.049], [2.658, 2.294, -2.748], [3.462, 1.183, -3.884], [2.080, -1.116, -4.254], [1.292, -1.841, -4.482], [2.890, -1.616, -3.711], [2.476, -0.689, -5.184], [0.683, 1.290, -4.638], [1.299, 1.099, -5.527], [0.721, 2.351, -4.376], [-0.352, 0.966, -4.828], [5.025, 0.687, 0.849], [4.857, 0.721, 1.938], [5.865, 1.357, 0.610], [5.319, -0.336, 0.589], [3.345, 2.964, 0.176], [2.696, 3.403, -0.597], [4.332, 3.457, 0.179], [2.869, 3.169, 1.158], [-0.750, 0.243, 1.607], [-0.501, -0.085, -2.237], [-0.284, -1.144, -1.313], [1.052, -1.512, -0.843], [1.839, -1.119, 0.448], [2.147, 0.394, 0.703], [0.807, 1.280, 0.635], [0.391, 1.745, -0.738], [-0.912, 1.245, -1.461], [-0.782, 0.333, 3.556], [-0.874, -0.289, -3.245], [-1.152, -1.636, -0.738], [1.766, -1.229, -1.639], [1.011, -2.610, -0.865], [1.375, -1.453, 1.382], [2.816, -1.619, 0.360], [2.406, 0.376, 1.796], [1.026, 2.158, 1.263], [1.206, 1.410, -1.368], [0.474, 2.843, -0.759], [-1.712, 1.150, -0.685], [-1.228, 2.071, -2.141], [-1.704, 0.942, 3.595], [0.092, 0.868, 3.953], [-0.950, -0.646, 4.028], [-6.253, 0.511, 0.784], [-5.296, 0.404, 1.856], [-5.218, 1.437, 2.857], [-3.751, 0.061, 1.259], [-3.257, -1.098, 1.679], [-2.018, -1.414, 1.562], [-4.275, -1.946, 2.364], [-4.087, -3.184, 3.001], [-5.062, -3.639, 3.895], [-6.201, -2.874, 4.159], [-6.361, -1.612, 3.555], [-5.389, -1.186, 2.659], [-3.179, -3.706, 2.759], [-4.927, -4.612, 4.371], [-6.942, -3.243, 4.865], [-7.231, -0.983, 3.769]]
}